# 1
The following is a quantum chemistry calculation of 2 unconnected molecules or ions with the total composition C4H10N2O2, from OMol25.

As for the energy: -11378.18794 eV. As for the SMILES: C[N+]([O-])=C=[N+](C)[O-].C. The calculation puts the energy relative to the best compared isomer or geometry (same formula, charge and spin) at 8.7149 eV. Its LUMO energy (alpha / beta) is -0.8096 / -0.8091 eV.

Atoms and positions in Å:
C  2.01706  -1.16592  0.75085
N  0.65477  -0.54096  0.90687
O  -0.33478  -1.22997  1.33378
C  0.62336  0.62007  0.36399
N  0.05707  1.71376  0.68508
C  -0.10981  2.76388  -0.40191
O  -0.14965  2.19086  1.80304
H  2.21045  -2.01325  1.51541
H  2.16055  -1.42708  -0.38062
H  2.75090  -0.38568  1.05309
H  0.08903  3.59356  0.14800
H  0.65415  2.59190  -1.15008
H  -1.10960  2.78637  -0.74357
C  -1.93774  -1.89824  -1.14608
H  -1.55549  -1.20124  -1.90901
H  -2.93633  -2.15454  -1.28789
H  -1.71028  -1.43070  -0.20897
H  -1.37364  -2.81282  -1.33199


# 2
The following is a quantum chemistry calculation of 11 unconnected molecules or ions with the total composition H22O11, from OMol25.

As for the energy: -22878.50631 eV. As for the SMILES: O.O.O.O.O.O.O.O.O.O.O. The calculation puts the energy relative to the best compared isomer or geometry (same formula, charge and spin) at 3.0076 eV. Its LUMO energy is -0.3653 eV.

Atoms and positions in Å:
O  0.29783  -0.44101  -0.47405
H  -0.14411  0.37348  -0.73916
H  -0.38878  -0.94379  -0.02154
O  -1.84859  2.01320  1.50561
H  -2.02333  1.60040  0.65235
H  -2.67870  2.44864  1.72985
O  -4.45322  -1.30179  -0.45427
H  -4.18823  -2.06159  0.07627
H  -4.22474  -1.55424  -1.35597
O  -1.70244  -3.18477  -0.52494
H  -1.06162  -2.49016  -0.71426
H  -2.54861  -2.72376  -0.50375
O  -1.18320  -1.34506  2.53201
H  -1.23753  -1.44241  3.48938
H  -0.29962  -1.66234  2.31380
O  2.09393  -0.77315  1.67598
H  2.48564  -0.02258  1.21532
H  1.71271  -0.38657  2.47236
O  1.28216  1.41616  -2.11933
H  1.60864  0.82945  -1.42783
H  0.40808  1.67949  -1.81009
O  4.93613  -0.70185  0.47968
H  5.28360  0.04132  -0.02624
H  4.03699  -0.81014  0.14983
O  -1.50808  2.41689  -2.01032
H  -1.96343  1.57329  -2.11029
H  -1.06879  2.54818  -2.85812
O  2.35860  -1.89326  -1.78896
H  3.14983  -1.38991  -1.56631
H  1.94517  -2.06959  -0.93633
O  0.59580  3.47994  1.31367
H  0.21443  2.63968  1.03528
H  0.11348  4.13790  0.80040


# 3
The following is a quantum chemistry calculation of a molecular structure, C20H16N10Sn, from OMol25.

As for the energy: -41694.11682 eV. As for the net charge: +4. The calculation puts the energy relative to the best compared isomer or geometry (same formula, charge and spin) at 0.0000 eV. Its LUMO energy is -11.4285 eV.

Atoms and positions in Å:
Sn  11.69862  3.11770  -2.93020
N  -10.34450  -4.70787  2.25327
C  -9.02042  -4.65905  2.32507
N  -8.31258  -3.74441  1.68364
C  -8.97879  -2.87317  0.96640
N  -8.20805  -1.86213  0.24613
N  -7.02272  -2.01117  0.24217
C  -5.78854  -1.88305  0.01650
C  -4.83073  -1.15061  0.83621
C  -5.19859  -0.37141  1.92620
C  -4.18506  0.29688  2.59791
C  -2.88368  0.14170  2.15438
C  -2.62459  -0.66783  1.04484
N  -3.57882  -1.30319  0.38892
C  -10.36769  -2.81078  0.81705
C  -11.08173  -1.86214  0.04329
C  -12.44209  -1.94348  -0.00656
C  -13.13758  -2.95593  0.69961
C  -12.47997  -3.89038  1.45964
C  -11.08848  -3.81863  1.51974
H  -10.83059  -5.43882  2.76734
H  -8.51820  -5.40143  2.93219
H  -5.41347  -2.42554  -0.85313
H  -6.22992  -0.28399  2.24331
H  -4.40866  0.91987  3.45272
H  -2.06640  0.63783  2.65921
H  -1.62611  -0.84181  0.66486
H  -10.54612  -1.09207  -0.49274
H  -13.00600  -1.22938  -0.59073
H  -14.21753  -2.99107  0.63694
H  -13.02006  -4.66008  1.99609
N  14.53191  6.12124  -4.23791
C  13.33072  5.61410  -4.43044
N  13.16135  4.62484  -3.54053
C  14.34628  4.60805  -2.82945
N  15.18893  5.50803  -3.22912
C  14.52318  3.62394  -1.76081
C  15.65550  3.49699  -0.97508
N  15.72995  2.56449  -0.02940
C  14.69610  1.75603  0.14566
C  13.54276  1.86267  -0.62942
N  13.46699  2.80097  -1.57934
H  14.98061  6.88058  -4.74161
H  12.62985  5.94857  -5.18017
H  16.50668  4.15343  -1.11403
H  14.77079  0.99990  0.91755
H  12.69744  1.20156  -0.48621


# 4
The following is a quantum chemistry calculation of 2 unconnected molecules or ions with the total composition C6H12N2O2, from OMol25.

As for the energy: -13489.98158 eV. As for the SMILES: CCO[C@@]1(C#N)C[C@H]1N.O. The calculation puts the energy relative to the best compared isomer or geometry (same formula, charge and spin) at 2.4447 eV. Its LUMO energy is 0.6369 eV.

Atoms and positions in Å:
C  -3.03197  0.08451  -0.24779
C  -1.62779  0.51401  0.11229
O  -0.71390  -0.15710  -0.75043
C  0.60127  -0.18773  -0.34294
C  1.36404  1.03477  -0.59262
N  1.94261  1.91851  -1.08944
C  0.96317  -1.04216  0.86355
C  1.29185  -1.52588  -0.51800
N  0.56834  -2.55297  -1.20057
H  -3.26392  0.33392  -1.29234
H  -3.15424  -0.99842  -0.10734
H  -3.75310  0.60073  0.39946
H  -1.50437  1.60412  -0.00097
H  -1.39891  0.25425  1.15876
H  1.77590  -0.70950  1.50920
H  0.10767  -1.49581  1.36716
H  2.34566  -1.47436  -0.79468
H  0.92161  -3.46852  -0.94000
H  -0.41957  -2.52414  -0.96516
O  2.61804  3.28563  1.40617
H  1.69747  3.10465  1.62104
H  2.67012  3.40148  0.40466